# 1
61
Properties=species:S:1:pos:R:3:forces:R:3 method="wB97M-V/def2-TZVPD" gap_ev=5.604 e_tot_ev=-83745.255 total_charge=-2 relative_energy_kcal_mol=13.8 homo_energy_ev=-2.0587 e_lumo_ha=0.1303
Cd 7.73772 13.52861 15.47261 0.079 0.643 0.568
O 4.12879 18.63211 14.08500 0.278 -0.942 0.161
C 4.66029 17.57940 14.40293 0.502 -0.245 0.413
C 4.94571 16.33420 13.53915 0.165 0.590 0.559
O 4.61969 16.16006 12.37002 -0.092 0.024 0.012
C 5.77298 15.45675 14.36147 -0.054 -0.480 -0.263
C 6.14492 16.03829 15.60114 0.080 1.368 0.264
O 7.06321 15.67425 16.39328 -0.587 -0.692 -0.799
C 5.31216 17.26481 15.78670 -0.444 0.264 -0.019
O 5.16428 17.90388 16.82022 0.115 -0.240 -0.783
O 6.22460 14.29873 13.98526 0.218 0.195 -0.025
S 9.66645 13.31616 17.17296 -0.488 -0.086 -0.403
C 9.40156 11.62568 17.49840 0.355 -0.277 0.185
C 10.52661 10.95811 18.04574 -1.971 -0.946 -0.492
C 10.47725 9.57676 18.32146 -1.207 1.339 -0.277
C 11.59961 9.02788 18.94804 2.298 -1.885 0.893
N 12.53287 8.52125 19.43146 -1.280 0.864 -0.568
C 9.27173 8.84341 18.10891 -0.199 0.858 -0.303
C 8.13520 9.53647 17.61083 0.838 -0.943 0.809
C 8.18299 10.88512 17.26663 0.675 0.011 -0.317
S 6.78444 11.45761 16.40663 -0.297 0.115 0.113
C 9.22661 7.42045 18.30794 -0.104 -0.678 0.280
N 9.17657 6.27027 18.45868 0.043 1.052 -0.151
H 11.38757 11.57505 18.18992 0.557 -0.139 0.244
H 7.17337 9.00868 17.52442 0.668 0.165 -0.200
O 9.15909 13.59666 13.54634 0.081 0.624 -1.365
S 9.00729 14.04963 12.10005 1.735 0.186 0.614
C 9.64705 15.83974 12.01300 -0.960 -0.403 1.339
C 9.22955 16.60911 10.79862 -0.722 0.343 -0.504
C 7.91068 16.55694 10.25008 0.643 -0.462 -0.260
C 7.64264 17.27244 9.08632 0.633 0.382 0.143
C 8.60089 18.14061 8.55794 -0.813 -0.214 -0.409
C 9.84464 18.25513 9.12414 0.297 0.437 -0.083
C 10.14377 17.50369 10.24198 0.171 -0.562 0.145
C 10.62100 13.37733 11.32935 -0.638 -0.028 1.141
C 10.67782 13.37882 9.85989 0.061 -0.063 -1.496
C 9.83099 12.58398 9.06487 0.419 0.349 -0.396
C 10.05318 12.48665 7.67671 -0.339 -0.857 0.522
C 11.09489 13.14919 7.07659 0.397 0.310 -0.420
C 11.88214 13.98987 7.85534 1.260 1.216 -1.136
C 11.68195 14.13454 9.20993 -0.780 -0.428 0.189
H 10.71307 15.85132 12.28126 -0.224 -0.046 -0.565
H 9.17181 16.30816 12.88748 -0.203 -0.301 -0.052
H 7.11316 15.91551 10.63854 0.449 0.125 0.200
H 6.71974 17.19827 8.52456 -0.226 -0.158 0.487
H 8.30481 18.71262 7.68727 0.268 0.060 -0.093
H 10.59436 18.92301 8.69972 -0.190 -0.095 0.125
H 11.13048 17.59232 10.67888 0.060 -0.093 0.075
H 10.72921 12.36385 11.75803 -0.282 0.454 -0.179
H 11.43542 13.99669 11.71376 -0.215 -0.170 0.232
H 8.99451 12.05336 9.51044 0.173 -0.030 0.083
H 9.49479 11.77849 7.05662 -0.199 0.367 0.412
H 11.28161 13.02993 5.99657 -0.064 0.113 0.673
H 12.68964 14.60906 7.35831 -0.995 -0.835 0.634
H 12.26493 14.86604 9.75797 0.083 -0.226 0.140
C 5.84603 11.16490 12.49126 1.267 -0.276 -0.221
O 6.42600 12.39336 12.01852 -0.309 -0.968 -0.064
H 6.58386 10.31671 12.29816 -0.868 0.951 0.108
H 4.89971 10.92350 11.94796 0.485 0.248 0.652
H 5.76670 11.23846 13.59135 -0.515 -0.331 -0.504
H 6.23346 13.06165 12.69913 -0.087 0.448 -0.068


# 2
64
Properties=species:S:1:pos:R:3:forces:R:3 method="wB97M-V/def2-TZVPD" gap_ev=6.479 e_tot_ev=-75709.394 total_charge=-1 relative_energy_kcal_mol=4.8 homo_energy_ev=-4.1061 e_lumo_ha=0.0872
Pd -0.21513 -0.83736 2.72396 0.112 0.018 -0.303
C 3.17692 -2.43664 3.06797 0.013 0.013 0.009
C 2.99352 -1.92726 1.65693 -0.031 -0.015 0.079
O 1.99080 -2.70731 1.03752 0.187 -0.087 -0.100
C 1.77216 -2.33369 -0.30583 -0.180 0.046 -0.008
C 0.79734 -3.31535 -0.91780 0.019 0.010 0.016
H 3.75376 -1.72528 3.66031 0.022 -0.006 -0.007
H 3.67516 -3.40781 3.08136 -0.029 -0.005 -0.016
H 2.19217 -2.53896 3.52442 -0.016 0.012 0.028
H 3.92887 -2.00570 1.08098 0.014 0.024 -0.011
H 2.69090 -0.87397 1.67623 -0.026 -0.052 0.027
H 2.72792 -2.33064 -0.85235 0.007 0.008 -0.014
H 1.36758 -1.31179 -0.34658 0.027 -0.147 0.025
H 1.23383 -4.31475 -0.95560 -0.002 -0.009 0.011
H 0.53085 -3.01013 -1.93185 0.017 0.003 0.002
H -0.10862 -3.35410 -0.31252 -0.013 -0.006 -0.008
O -3.76970 -3.48697 2.30158 0.045 0.038 -0.002
Cl -2.72264 -2.51428 2.44427 0.117 0.072 0.084
O -3.27116 -1.18830 2.59615 -0.116 -0.137 -0.005
O -1.85530 -2.54351 1.27449 -0.016 0.013 0.026
O -1.90571 -2.82535 3.61151 -0.068 0.089 -0.082
O -0.95172 0.46266 0.39285 -0.081 0.118 0.170
P -0.65800 1.06951 -0.92210 -0.002 -0.126 -0.118
C -1.34958 2.72382 -1.19050 0.039 0.017 0.007
C -0.55835 3.86767 -1.15213 -0.018 0.000 -0.017
C -1.13601 5.12228 -1.29639 -0.002 0.001 -0.002
C -2.50577 5.23899 -1.47729 0.010 0.002 0.003
C -3.30258 4.10130 -1.50949 0.006 -0.019 0.003
C -2.72715 2.84943 -1.36601 -0.022 0.001 0.018
C -1.34981 0.06565 -2.25726 0.006 -0.019 0.022
C -1.81080 -1.19351 -1.88019 -0.020 0.011 0.007
C -2.36972 -2.03468 -2.83415 -0.001 -0.003 -0.002
C -2.47075 -1.62179 -4.15403 0.007 0.009 0.006
C -2.02565 -0.35822 -4.52853 0.004 -0.003 0.006
C -1.47213 0.48683 -3.58009 0.006 0.009 -0.017
C 1.12370 1.23726 -1.18499 -0.015 0.027 -0.014
C 1.90213 1.23354 -0.02990 0.035 0.078 -0.022
C 3.28292 1.34202 -0.12873 -0.010 0.022 -0.009
C 3.88477 1.44567 -1.37430 -0.004 -0.002 0.007
C 3.10943 1.44058 -2.52810 0.000 -0.015 -0.001
C 1.72994 1.33605 -2.43463 0.006 0.021 0.023
H 0.51086 3.78013 -1.00543 0.005 -0.006 0.000
H -0.51393 6.00770 -1.26333 -0.004 0.001 0.002
H -2.95598 6.21769 -1.58751 0.001 -0.001 -0.002
H -4.37330 4.18996 -1.64180 0.001 0.004 0.001
H -3.34957 1.96224 -1.38096 0.007 -0.005 -0.002
H -1.75208 -1.49365 -0.83848 0.005 0.000 -0.014
H -2.73123 -3.01008 -2.53442 0.002 0.002 -0.003
H -2.90950 -2.27905 -4.89474 0.001 0.000 -0.002
H -2.12144 -0.02979 -5.55594 -0.001 -0.001 -0.002
H -1.15596 1.48407 -3.86631 -0.008 0.003 -0.001
H 1.42089 1.11638 0.93674 -0.016 0.013 0.009
H 3.88288 1.33084 0.77262 0.005 -0.004 -0.007
H 4.96281 1.51877 -1.45000 -0.002 0.005 -0.001
H 3.58174 1.50708 -3.50029 -0.001 0.002 0.000
H 1.13051 1.31735 -3.33657 0.008 -0.004 0.000
N 0.23124 -0.96561 5.53307 -0.004 0.023 -0.060
C -0.07864 0.00086 4.53771 -0.040 -0.006 0.214
N -1.30492 0.64711 4.81166 -0.005 -0.062 -0.025
S 1.18402 0.82842 3.68986 0.008 -0.026 0.061
H -0.47472 -1.69796 5.52822 -0.022 0.014 0.025
H 1.12376 -1.38560 5.31252 0.025 -0.001 -0.002
H -2.02052 -0.02917 5.05969 -0.003 -0.001 0.008
H -1.61533 1.15639 3.99449 0.015 0.042 -0.019


# 3
23
Properties=species:S:1:pos:R:3:forces:R:3 method="wB97M-V/def2-TZVPD" gap_ev=9.663 e_tot_ev=-51601.565 total_charge=0 relative_energy_kcal_mol=0.0 homo_energy_ev=-9.1085 e_lumo_ha=0.0204
C 0.46119 -2.16313 -0.18871 -1.240 1.658 -1.523
C -1.14298 1.55038 0.76196 2.713 2.127 -0.680
C 0.58516 1.26027 -1.05679 -2.349 0.727 -0.473
C -1.79491 0.21037 -1.24173 2.908 -0.199 1.458
C 0.10032 -0.92517 0.58126 -1.850 2.932 0.618
C -0.60090 0.72037 -0.35106 0.486 -3.086 0.846
P 1.62706 -0.45567 1.45805 0.367 0.579 1.493
S 2.07193 1.18927 2.41955 -0.699 -0.823 -0.738
Cl 1.82392 -2.06661 2.70587 -0.235 -0.199 0.531
Cl 3.15607 -0.98613 0.25790 0.418 0.297 -0.756
H 0.96773 -1.85207 -1.05918 0.735 0.763 -1.306
H 1.13362 -2.84923 0.16522 1.486 -1.508 1.919
H -0.30484 -2.72545 -0.62232 -1.960 -0.681 -0.112
H -1.86219 0.97672 1.18855 -2.855 -1.046 1.402
H -1.47965 2.48736 0.25180 -0.223 -0.591 0.812
H -0.42185 1.80906 1.58152 -0.399 -0.135 -1.019
H 0.90135 0.58733 -1.75037 1.308 -2.223 -1.876
H 0.36737 2.11078 -1.65945 -0.735 1.066 -0.465
H 1.34759 1.57304 -0.45604 2.055 0.556 1.907
H -1.41417 -0.03788 -2.21450 0.133 -1.458 -0.266
H -2.37163 -0.46686 -0.62168 -0.089 -0.582 -0.647
H -2.39348 1.00108 -1.51237 -1.624 2.282 -0.033
H -0.75673 -0.94781 1.36251 1.648 -0.457 -1.090


# 4
53
Properties=species:S:1:pos:R:3:forces:R:3 method="wB97M-V/def2-TZVPD" gap_ev=4.518 e_tot_ev=-34504.118 total_charge=-1 homo_energy_ev=-2.0430 e_lumo_ha=0.0910
C 0.90941 -4.46810 -0.22942 -0.091 0.122 -0.098
C -0.15691 -3.37570 -0.23626 -0.105 -0.141 0.426
C 0.38854 -2.05080 0.28753 0.237 -0.151 -0.258
C -0.35058 -0.79364 -0.14787 0.192 0.213 0.011
O -1.34101 -0.30862 0.70630 0.097 0.253 0.247
C -2.20111 -1.33682 1.30551 -0.392 -0.193 -0.144
P -3.52929 -1.70792 0.16963 0.124 0.086 -0.115
C -4.79987 -0.29985 0.22590 0.024 0.029 -0.118
C -4.97570 0.38136 -1.14403 0.011 -0.084 0.197
C -4.41880 -3.02903 1.10796 -0.282 0.015 -0.108
C -5.86559 -3.22692 0.63302 0.144 -0.080 -0.089
H 0.47898 -5.46223 -0.35096 -0.025 -0.069 -0.045
H 1.63226 -4.31293 -1.03264 0.130 -0.011 0.007
H 1.44700 -4.45045 0.71959 0.076 -0.065 0.054
H -0.57785 -3.24297 -1.23369 0.019 -0.013 -0.105
H -0.98156 -3.66929 0.41380 -0.108 0.068 -0.077
H 0.44039 -2.08063 1.37665 -0.057 0.041 0.071
H 1.41688 -1.94800 -0.08544 0.074 0.015 -0.006
H 0.38489 0.01639 -0.21264 0.063 0.065 -0.106
H -0.73876 -0.93911 -1.16766 -0.117 -0.116 -0.070
H -2.62097 -0.86369 2.20294 0.133 0.018 0.134
H -4.42234 0.42346 0.94980 0.046 -0.025 0.089
H -5.76013 -0.65815 0.59673 -0.069 0.029 0.059
H -5.95620 0.17055 -1.57229 -0.048 0.013 -0.098
H -4.85921 1.46319 -1.07445 -0.068 0.088 -0.048
H -4.22487 0.00904 -1.84148 0.039 0.035 -0.102
H -4.39208 -2.85261 2.18574 0.087 0.028 0.068
H -3.85496 -3.93967 0.91232 0.125 -0.042 0.111
H -6.16491 -4.27440 0.69509 -0.104 -0.037 0.108
H -6.56960 -2.63274 1.21322 -0.062 0.009 0.047
H -5.97722 -2.92557 -0.41097 -0.001 -0.013 -0.067
N 2.30631 4.40991 1.68416 0.016 0.021 0.003
C 2.05133 4.33003 0.37879 0.025 0.034 -0.006
C 1.07996 3.50426 -0.16674 -0.006 0.026 0.056
C 0.32284 2.71851 0.68770 -0.118 -0.097 -0.109
C 0.57435 2.79052 2.04847 0.023 0.018 0.040
C 1.56977 3.64683 2.49209 0.010 -0.008 0.024
H 2.67130 4.94867 -0.26176 -0.028 -0.016 -0.043
H 0.93090 3.47245 -1.23706 0.024 -0.002 -0.012
H -0.44085 2.04677 0.31147 -0.010 -0.021 0.074
H 0.01270 2.18426 2.74586 -0.007 -0.026 -0.016
H 1.79667 3.72625 3.55048 -0.018 -0.019 0.006
N 4.42694 2.84518 -1.77907 0.012 0.024 -0.004
C 5.19704 2.51096 -2.81085 -0.029 0.005 -0.025
C 6.47127 1.98011 -2.67919 0.009 -0.002 0.003
C 6.97550 1.78838 -1.40283 0.009 -0.005 0.007
C 6.18513 2.13134 -0.31902 0.010 -0.024 -0.019
C 4.92046 2.65065 -0.55842 -0.043 0.032 0.028
H 4.76788 2.67602 -3.79352 0.025 -0.012 -0.012
H 7.04992 1.72319 -3.55613 -0.007 0.002 -0.011
H 7.96577 1.37593 -1.25640 0.003 -0.001 0.000
H 6.53429 1.99714 0.69550 -0.015 0.000 0.012
H 4.27170 2.92844 0.26456 0.026 -0.018 0.028


# 5
13
Properties=species:S:1:pos:R:3:forces:R:3 method="wB97M-V/def2-TZVPD" gap_ev="7.493 / 6.748" e_tot_ev=-72565.039 total_charge=0 relative_energy_kcal_mol=133.0 homo_energy_ev="-7.3474 / -7.6472" e_lumo_ha="0.0053 / -0.0330"
C -0.54073 0.20775 -2.14975 -0.096 -1.945 -0.029
C -0.47602 -0.58952 -0.96686 -0.834 -0.146 -1.049
C 0.51950 1.13896 0.31794 -0.743 -1.254 -2.566
C 0.01619 -1.09749 1.31843 -1.166 3.835 -1.587
N -0.23146 1.38160 -2.37829 0.241 1.391 0.098
N -0.03309 -0.09367 0.18577 1.364 0.780 2.450
Se 0.76419 2.00722 1.88362 -2.451 -2.736 2.880
H -0.81171 -0.48822 -2.95489 -0.106 0.398 -0.700
H -0.83645 -1.62269 -1.06293 0.377 0.553 0.560
H 0.46657 -1.88920 0.91971 1.680 -3.585 -1.155
H 0.58901 -0.61701 2.02658 1.150 0.481 1.920
H -0.97085 -1.22307 1.59289 -1.895 -0.741 0.978
H 1.54483 2.88535 1.26779 2.480 2.967 -1.800


# 6
15
Properties=species:S:1:pos:R:3:forces:R:3 method="wB97M-V/def2-TZVPD" gap_ev=9.266 e_tot_ev=-10774.997 total_charge=0 relative_energy_kcal_mol=109.5 homo_energy_ev=-8.7159 e_lumo_ha=0.0202
C 0.74947 1.01238 -1.42768 -0.242 -0.426 1.005
C -0.20371 -1.47038 1.31535 -0.038 0.191 -0.176
N -0.27554 -0.73160 0.04249 -0.270 1.627 -0.272
N -0.13735 1.55062 -0.35998 -1.091 -0.574 0.333
C 1.03120 0.19295 -0.22910 0.261 -1.407 -0.346
C -1.42451 0.45943 -0.02752 2.945 0.639 -0.326
O 2.01375 0.03736 0.46849 -0.927 0.242 -0.314
N -2.59228 0.49008 0.01964 -0.383 -0.044 0.172
H -0.53557 -1.32984 -0.73936 0.403 -0.189 0.058
H 0.09974 2.45000 0.05092 -0.507 -0.169 -0.173
H 1.58620 1.65904 -1.68342 -0.173 -0.036 -0.001
H 0.22423 0.58852 -2.28403 0.058 0.156 0.050
H 0.63683 -2.16010 1.26696 -0.048 -0.009 0.049
H -0.02891 -0.75206 2.11357 -0.037 -0.063 -0.038
H -1.14355 -1.99640 1.47369 0.049 0.063 -0.019